# 1
The following is a quantum chemistry calculation of a 2-piece molecular cluster, C4H10N2S overall, from OMol25.

XYZ file:
```
17
Properties=species:S:1:pos:R:3:forces:R:3:nbo_charge:R:1
C -1.9490 -2.5495 -1.5603 -0.1 -0.8 -1.3 -0.282
C -2.3926 -2.5336 -0.4561 0.3 -0.1 -1.1 -0.197
C 1.7666 1.5591 0.4097 -0.7 -0.2 1.4 -0.620
C 0.3354 1.1896 0.7443 1.4 -0.8 0.8 -0.594
N 1.3288 -1.2747 0.3428 2.3 -1.2 0.7 -1.233
N -0.3843 -0.1729 -1.1511 -2.0 0.2 0.8 -1.069
S 0.0035 -0.5366 0.4661 -1.3 -0.8 -1.2 1.245
H -1.6100 -2.6609 -2.5795 -0.1 0.1 0.6 0.251
H 0.4415 0.0172 -1.6462 1.2 0.0 -0.9 0.373
H -2.7616 -2.4642 0.4958 -0.6 0.1 1.7 0.228
H 1.9588 1.3492 -0.6136 0.2 0.4 -1.0 0.208
H 1.8031 2.6080 0.7033 0.8 0.0 -0.4 0.216
H 2.4532 0.9028 0.9440 0.1 0.4 0.3 0.238
H -0.3081 1.5691 0.0300 -1.4 1.4 -0.9 0.243
H 0.0123 1.4297 1.7389 0.1 0.2 0.6 0.214
H 1.4509 -2.2298 0.7173 -0.8 1.0 -0.1 0.388
H -1.0252 -0.8246 -1.5740 0.4 0.0 0.0 0.393
```
Forces are in eV/Å.

F_max = 2.66 eV/Å
Charge = 0
Relative energy (zero: lowest compared OMol25 entry of this formula, charge and spin) = 104.9 kcal/mol
HOMO-LUMO gap = 9.4 eV
Molar mass = 118.20 g/mol
HOMO level = -0.31329 Eh
LUMO = 0.88 eV


# 2
The following is a quantum chemistry calculation of a 11-piece molecular cluster, C59H129Cl2N2O28P3 overall, from OMol25.

XYZ file:
```
223
Properties=species:S:1:pos:R:3:forces:R:3:lowdin_charge:R:1
C 33.1295 1.7779 3.0547 0.8 0.1 -0.7 -0.113
C 31.9842 0.8440 2.8189 -0.7 0.5 -0.1 -0.282
C 32.1428 -0.4899 3.5362 -1.5 -0.2 1.2 -0.160
C 31.4612 -0.5137 4.9641 1.7 0.3 -0.6 -0.089
N 32.3365 -1.1573 6.0616 -0.6 0.7 -1.2 -0.250
C 33.6977 -0.5028 6.2813 0.6 0.4 0.6 -0.094
C 34.0839 -0.9611 7.7160 -1.8 1.0 -1.1 -0.115
C 32.6901 -0.8435 8.3897 0.6 -0.3 0.9 -0.138
C 31.5951 -0.7678 7.3290 0.9 -0.9 1.2 -0.098
C 32.4298 -2.6575 5.7523 -0.9 1.0 0.2 0.051
H 34.0150 1.2017 2.7866 0.6 0.4 0.4 0.077
H 33.1741 2.2283 4.0462 0.1 -0.2 0.1 0.085
H 33.0684 2.5838 2.3234 0.0 0.2 0.2 0.078
H 31.9064 0.6839 1.7436 0.0 -0.2 0.0 0.110
H 31.1228 1.4518 3.0959 -0.7 -0.7 0.1 0.113
H 33.2151 -0.6757 3.5977 -0.1 -0.4 0.1 0.098
H 31.6262 -1.2961 3.0153 0.4 0.0 -0.5 0.109
H 30.5256 -1.0700 5.0204 0.1 0.0 -0.3 0.128
H 31.2420 0.5055 5.2824 0.2 -0.1 0.1 0.128
H 34.5061 -0.6901 5.5745 -0.6 -0.7 -0.5 0.130
H 33.5231 0.5687 6.1833 -0.2 0.1 0.4 0.139
H 34.5088 -1.9606 7.6234 0.1 0.1 0.5 0.107
H 34.6656 -0.2341 8.2828 0.7 -0.4 -0.6 0.131
H 32.6024 -1.6461 9.1220 -0.5 0.3 0.1 0.120
H 32.7123 0.1454 8.8475 -0.2 -0.4 0.6 0.128
H 30.7070 -1.3753 7.5030 0.3 -0.3 -0.2 0.141
H 31.2604 0.2693 7.3485 0.1 -0.1 -0.9 0.142
H 32.9858 -2.7882 4.8239 0.1 0.1 0.2 0.104
H 31.3917 -2.9322 5.5657 0.1 -0.3 0.1 0.102
H 32.8265 -3.2667 6.5644 0.1 0.4 0.0 0.109
C 25.3265 10.4923 1.2567 -0.3 1.2 -0.4 -0.137
C 25.8924 9.3034 1.9523 1.6 0.2 0.7 -0.210
C 27.2006 9.6781 2.8022 -0.9 -0.1 -0.2 -0.159
C 28.1173 10.7267 2.2350 0.2 0.1 0.7 -0.101
N 29.4367 10.7941 3.1255 -0.5 0.4 -0.3 -0.241
C 30.2126 11.9819 2.5772 1.4 -0.7 1.3 -0.089
C 31.1538 11.4436 1.4583 -0.6 0.1 0.4 -0.123
C 30.9079 9.9402 1.4675 -0.5 -0.7 -0.6 -0.155
C 30.3524 9.6600 2.8754 0.5 -1.5 -1.7 -0.129
C 29.2785 10.8997 4.6942 -1.5 -0.5 -2.5 0.081
H 25.2656 11.3093 1.9758 -0.5 0.1 0.1 0.079
H 24.3375 10.2504 0.8675 -0.1 0.2 0.1 0.084
H 25.8767 10.9234 0.4203 0.4 -0.4 -0.1 0.075
H 26.0803 8.5074 1.2317 0.1 -0.2 0.3 0.111
H 25.1103 9.0354 2.6626 0.3 -0.6 0.0 0.111
H 27.8747 8.8529 3.0321 -0.7 -0.6 0.0 0.103
H 26.8540 10.0865 3.7514 -0.2 -0.2 0.2 0.110
H 27.6844 11.7270 2.2203 0.1 0.1 0.6 0.124
H 28.3553 10.5714 1.1827 0.7 -0.4 0.2 0.133
H 30.8200 12.2009 3.4554 0.0 0.9 -0.3 0.120
H 29.5324 12.7907 2.3101 0.2 -0.1 0.1 0.132
H 32.2197 11.4903 1.6813 -0.2 1.1 0.2 0.121
H 30.8679 12.0208 0.5789 0.6 -0.6 -0.4 0.117
H 31.7688 9.3211 1.2149 0.3 0.3 0.4 0.124
H 30.2237 9.6405 0.6737 -0.5 0.0 0.3 0.108
H 31.1390 9.5188 3.6167 0.0 1.0 0.2 0.149
H 29.8885 8.6743 2.9101 -0.6 0.3 0.0 0.134
H 28.8707 9.9276 4.9714 0.5 0.0 0.4 0.105
H 28.4491 11.5929 4.8341 0.6 0.5 0.5 0.109
H 30.2767 11.1319 5.0652 -0.5 0.0 0.3 0.112
C 33.2942 4.6984 9.4916 -5.6 -0.1 0.4 -0.058
C 31.8760 4.7524 9.1059 2.4 0.5 1.9 -0.423
C 30.7454 4.4976 10.2213 0.8 -0.2 0.3 -0.391
O 29.5887 4.3539 9.8060 -0.2 0.1 0.0 -0.075
C 31.1444 4.4448 11.6153 -0.7 0.4 -3.1 -0.051
C 32.4823 4.4755 11.9581 -0.8 0.3 5.3 -0.371
C 33.5252 4.6022 10.8770 5.5 -1.8 -2.0 -0.384
O 34.7969 4.4181 11.0554 -1.6 0.5 2.1 -0.138
O 32.7131 4.4272 13.2761 0.9 0.1 -4.1 -0.162
O 31.5581 5.1072 7.9830 -1.4 -0.1 -2.0 -0.090
H 33.9741 4.7516 8.6541 0.6 0.1 0.5 0.067
H 30.3433 4.5158 12.3362 0.2 -0.3 0.3 0.087
Cl 38.8473 -0.5428 17.1435 -0.3 0.0 0.3 0.514
C 38.1357 0.1281 15.6505 0.5 -0.8 -0.2 -0.635
C 39.1855 0.0143 14.5356 -1.3 0.8 -0.6 -0.657
Cl 39.5503 -1.6202 13.8577 -0.2 0.3 0.7 0.494
H 37.7805 1.1408 15.8415 0.7 0.2 -0.1 0.080
H 37.2088 -0.3905 15.4054 0.3 -0.5 0.0 0.072
H 40.1221 0.5228 14.7640 -0.2 -0.2 0.1 0.067
H 38.6807 0.5123 13.7078 0.4 0.2 -0.2 0.064
C 28.8060 11.4845 -5.0003 -0.9 0.2 0.6 -0.112
O 29.6571 10.3523 -4.9453 0.5 -1.0 0.4 -0.221
P 28.9914 8.8936 -4.7606 0.4 0.0 -0.8 0.486
O 27.8868 8.7960 -3.7564 1.7 0.0 -1.3 -0.256
O 28.5874 8.6197 -6.3060 0.3 -0.4 2.0 -0.252
C 27.2281 8.7530 -6.7119 0.4 0.4 -0.8 -0.095
O 30.3279 7.9540 -4.6391 -1.3 4.1 0.9 -0.219
C 30.2776 6.6393 -5.0234 -0.5 -1.5 -0.4 -0.138
H 28.0020 11.2942 -4.2893 0.0 0.6 0.3 0.078
H 28.3036 11.6708 -5.9496 0.4 -0.5 -0.5 0.087
H 29.3685 12.3899 -4.7728 0.1 -0.3 0.2 0.091
H 27.3993 9.2665 -7.6580 -0.9 -0.4 -0.4 0.095
H 26.6364 9.4243 -6.0896 0.0 -0.3 0.3 0.084
H 26.8032 7.7529 -6.7972 -0.3 0.3 -0.1 0.095
H 29.7515 6.0857 -4.2457 0.1 -0.5 -0.2 0.095
H 31.3026 6.2849 -5.1327 -0.2 -0.1 -0.1 0.098
H 29.7297 6.6060 -5.9650 0.2 -0.6 -0.1 0.084
C 29.2130 -6.8080 14.8483 0.9 1.1 1.7 -0.146
O 27.9357 -7.2821 14.4594 0.3 -2.2 -1.5 -0.200
P 28.0731 -8.7015 13.6252 -1.0 -0.2 0.7 0.464
O 29.4200 -9.2428 13.4216 -0.2 0.4 0.3 -0.231
O 27.2381 -8.4960 12.2637 2.0 1.6 2.6 -0.206
C 26.7400 -9.6271 11.6506 -2.5 -0.8 -0.6 -0.142
O 27.0918 -9.7060 14.4544 0.2 -0.1 0.5 -0.239
C 27.3973 -10.1914 15.7912 0.9 0.5 0.7 -0.086
H 29.9113 -7.5739 15.1858 0.1 -0.4 -1.2 0.080
H 29.1480 -6.3156 15.8186 -0.8 0.6 -0.1 0.086
H 29.6056 -6.0790 14.1394 0.2 -0.4 -0.1 0.096
H 26.5508 -10.4442 12.3467 0.7 -0.2 -0.1 0.084
H 27.2528 -9.9163 10.7332 0.2 0.1 0.3 0.097
H 25.7263 -9.2736 11.4622 -0.2 -0.6 -1.0 0.095
H 26.7197 -9.8654 16.5804 -0.4 0.7 -0.6 0.084
H 28.3909 -9.8882 16.1212 0.1 0.4 -0.3 0.080
H 27.4305 -11.2614 15.9964 -0.3 -0.4 -1.4 0.083
C 36.5475 8.4233 -6.0054 -5.3 0.1 0.6 -0.209
O 37.8743 8.4578 -5.9968 3.5 -1.2 -0.5 -0.176
P 38.7475 7.1058 -6.1631 0.8 0.1 2.1 0.478
O 40.1781 7.4270 -6.3046 -1.2 -0.3 -0.3 -0.217
O 38.0280 6.2776 -7.3011 -1.8 1.6 1.9 -0.202
C 38.8001 5.7936 -8.3141 2.8 -1.4 -1.1 -0.142
O 38.4584 6.1588 -4.8238 -1.0 1.3 -2.6 -0.202
C 38.1897 6.8002 -3.6083 1.9 0.2 2.3 -0.155
H 35.9925 7.6502 -6.5369 0.9 -0.5 -0.7 0.092
H 36.0548 9.3232 -6.3734 0.7 0.5 -0.2 0.096
H 36.0981 8.2901 -5.0213 0.4 0.1 0.6 0.086
H 38.2514 5.4990 -9.2087 -0.2 0.1 0.4 0.100
H 39.3509 4.9719 -7.8563 -0.1 -0.7 -0.7 0.097
H 39.6222 6.4688 -8.5514 -0.3 0.4 -0.4 0.086
H 39.0098 6.4923 -2.9597 0.3 -0.1 0.2 0.087
H 37.3430 6.4792 -3.0014 -0.7 -0.1 -1.0 0.089
H 38.3149 7.8827 -3.5824 -0.5 0.1 -0.6 0.091
C 33.1854 -10.0043 -1.3837 0.9 -0.7 0.0 -0.114
O 34.4745 -9.4675 -1.0942 -1.6 0.5 0.1 -0.201
C 34.3331 -8.0297 -1.0131 2.6 -2.2 0.1 -0.170
C 34.5272 -7.5205 -2.4192 -1.4 1.6 -0.9 -0.195
O 34.9550 -6.1964 -2.3110 2.6 0.9 2.0 -0.152
C 34.5811 -5.2615 -3.2442 -1.3 0.2 -1.4 -0.222
C 35.0693 -3.8394 -2.9850 -0.9 1.1 0.0 -0.136
O 34.6486 -2.8753 -4.0306 -0.2 -2.6 0.4 -0.185
C 35.0714 -1.5867 -3.7838 0.5 0.9 0.7 -0.162
H 32.7162 -9.5334 -2.2475 0.0 0.0 -0.1 0.081
H 32.5250 -9.9076 -0.5220 -0.1 0.0 0.1 0.084
H 33.3853 -11.0542 -1.5978 -0.4 0.0 0.0 0.091
H 35.2559 -7.8036 -0.4787 -0.1 0.7 0.2 0.128
H 33.4824 -7.7808 -0.3788 -0.3 0.5 -0.6 0.130
H 33.6010 -7.4587 -2.9905 -0.5 -0.5 -0.1 0.117
H 35.2289 -8.0679 -3.0486 0.2 -0.5 0.5 0.142
H 33.5057 -5.2420 -3.0675 -0.6 0.5 -1.2 0.129
H 34.8438 -5.5513 -4.2616 -0.1 -0.2 -0.3 0.134
H 36.1421 -3.7332 -2.8238 0.0 -0.2 0.1 0.127
H 34.4820 -3.5947 -2.0999 0.6 0.6 0.5 0.120
H 36.1578 -1.5235 -3.7204 0.3 0.1 -0.3 0.084
H 34.7246 -1.1778 -2.8348 -0.3 -0.1 0.4 0.080
H 34.6956 -0.8973 -4.5398 0.1 -0.4 -0.3 0.090
C 24.1586 2.3573 -2.2795 -0.7 -0.6 -0.2 -0.117
O 25.2003 1.7204 -1.6036 1.7 0.0 1.2 -0.213
C 25.1365 0.2761 -1.4585 -2.0 1.4 0.0 -0.132
C 24.2172 -0.0416 -0.2441 0.1 0.3 -0.2 -0.153
O 22.8711 -0.0374 -0.6966 0.5 -0.5 -2.4 -0.168
C 21.8112 0.3473 0.0774 0.9 1.3 3.5 -0.255
C 20.5260 -0.3659 -0.0937 -0.4 -0.9 -1.7 -0.186
O 19.8581 -0.1098 -1.3148 -0.6 1.0 -0.4 -0.186
C 20.5562 -0.1558 -2.5427 0.4 -1.4 0.3 -0.106
H 23.2186 2.1684 -1.7611 -0.4 -0.4 -0.5 0.073
H 24.2269 2.0015 -3.3075 -0.8 0.0 -0.3 0.092
H 24.1828 3.4466 -2.3093 1.0 0.0 0.3 0.087
H 26.1586 -0.0964 -1.3895 -0.2 0.0 0.1 0.124
H 24.5899 -0.0432 -2.3458 0.4 -0.8 -0.2 0.117
H 24.4354 0.7740 0.4453 -0.3 0.1 0.4 0.127
H 24.3774 -0.9951 0.2593 0.4 -0.1 -0.1 0.125
H 21.6959 1.4237 0.2047 -0.3 0.7 -1.3 0.132
H 22.1361 0.2238 1.1105 -0.3 -0.8 0.7 0.125
H 19.7562 -0.1310 0.6414 0.5 0.2 0.3 0.136
H 20.7058 -1.4409 -0.0787 0.2 -0.3 0.3 0.129
H 19.8234 -0.4855 -3.2792 0.1 0.5 -0.2 0.090
H 21.3146 -0.9379 -2.5084 0.1 -0.3 0.0 0.080
H 21.1218 0.7283 -2.8370 -0.4 0.5 0.2 0.080
C 37.9011 -9.2635 9.2220 1.3 -0.3 0.2 -0.095
O 39.0387 -8.9518 8.4456 0.9 1.6 -1.1 -0.200
C 39.4473 -9.7345 7.3320 -1.9 -1.3 1.6 -0.206
C 40.9279 -9.8802 7.1466 -1.7 -0.8 -2.5 -0.281
O 41.6423 -10.3638 8.2016 2.7 1.3 0.4 -0.107
C 43.1087 -10.1994 7.9881 -0.5 -0.7 2.0 -0.113
C 43.6603 -9.8500 9.3899 1.0 0.5 -1.0 -0.215
O 43.5048 -8.4816 9.6753 -1.2 0.2 0.5 -0.184
C 42.1869 -8.0698 10.0755 0.7 0.3 0.8 -0.083
H 38.0356 -8.6159 10.0884 -0.3 -0.2 0.2 0.089
H 38.0623 -10.3027 9.5087 -0.8 -0.2 0.3 0.089
H 36.9180 -9.0528 8.8010 0.1 -0.2 -0.5 0.081
H 39.0044 -9.4564 6.3757 0.1 0.8 -0.1 0.122
H 38.9803 -10.7077 7.4832 0.2 -0.6 0.2 0.115
H 41.1897 -9.0366 6.5081 1.3 0.8 1.0 0.129
H 40.9539 -10.6735 6.3996 -0.1 -0.3 -0.7 0.124
H 43.4364 -9.4634 7.2539 -0.8 0.5 0.1 0.124
H 43.5750 -11.1201 7.6376 -0.4 -0.5 0.1 0.115
H 44.7453 -9.9344 9.4514 0.2 -0.4 -0.6 0.121
H 43.3344 -10.5407 10.1677 -0.8 0.1 0.0 0.124
H 41.4939 -7.8906 9.2535 0.0 -0.3 0.0 0.077
H 42.3165 -7.1548 10.6536 0.2 0.3 -0.4 0.084
H 41.7821 -8.7369 10.8366 -0.2 -0.5 -0.4 0.090
C 41.7549 0.6207 4.6759 -1.5 -1.7 1.2 -0.054
O 41.8039 -0.1437 5.9267 1.0 1.0 0.2 -0.211
C 40.7886 -1.1178 6.1397 1.4 0.2 0.4 -0.186
C 41.1078 -2.4100 5.3251 -1.3 3.1 0.7 -0.171
O 39.8141 -2.8492 5.0241 -0.1 -1.3 -1.0 -0.123
C 39.6750 -3.6530 3.8748 -0.4 -0.1 -0.8 -0.200
C 38.9277 -2.9602 2.7180 -0.7 1.7 0.9 -0.176
O 39.3573 -1.6112 2.3684 1.0 -2.1 -1.0 -0.178
C 40.6807 -1.6049 1.7884 -0.1 0.6 0.9 -0.105
H 42.3060 1.5610 4.6893 0.3 -0.4 0.5 0.088
H 40.6934 0.8395 4.5601 -0.1 0.3 -0.5 0.085
H 42.0596 -0.0491 3.8718 0.2 0.4 -0.3 0.058
H 39.8183 -0.6226 6.1010 -0.3 -0.5 -0.9 0.125
H 40.8487 -1.5019 7.1580 0.3 0.9 0.4 0.117
H 41.6885 -3.0009 6.0333 0.0 -0.7 -0.6 0.129
H 41.6764 -1.9978 4.4915 0.1 -0.9 -0.4 0.096
H 39.0132 -4.4834 4.1213 0.1 -0.3 0.1 0.120
H 40.6105 -4.0790 3.5124 0.3 0.1 0.3 0.121
H 37.9187 -2.7603 3.0786 -0.1 0.0 0.2 0.113
H 38.7731 -3.6323 1.8739 0.6 0.0 -0.3 0.119
H 40.9060 -2.0612 0.8244 -1.1 -0.2 -0.4 0.083
H 41.3720 -2.1335 2.4447 0.2 0.4 0.3 0.061
H 40.9156 -0.5434 1.7094 0.3 -0.1 0.1 0.087
```
Forces are in eV/Å.

F_max = 6.12 eV/Å
Charge = 0
HOMO-LUMO gap = 2.0 eV
Molar mass = 1478.49 g/mol
HOMO level = -0.10831 Eh
LUMO = -0.97 eV


# 3
The following is a quantum chemistry calculation of C5H8 as an isolated structure, from OMol25.

XYZ file:
```
13
Properties=species:S:1:pos:R:3:forces:R:3:nbo_charge:R:1
C -0.6036 -0.3929 0.7623 0.1 0.0 0.2 -0.423
C 0.7528 0.2973 0.8968 0.1 0.0 0.2 -0.437
C 1.3892 0.2223 -0.4798 -0.5 -0.1 -0.5 -0.245
C 0.5989 -0.0053 -1.5174 -1.1 0.1 2.0 -0.256
C -1.1184 -0.0671 -0.6123 0.4 0.2 0.3 -0.411
H -1.2942 -0.0683 1.5478 0.0 0.0 0.0 0.218
H -0.4822 -1.4787 0.8552 0.0 0.2 0.0 0.206
H 0.6298 1.3515 1.1800 0.0 -0.1 0.0 0.207
H 1.3799 -0.1693 1.6616 0.0 0.1 0.0 0.213
H 2.4654 0.3890 -0.5756 -0.3 -0.1 -0.1 0.222
H -0.3095 -0.2618 -2.0092 0.3 -0.3 -2.1 0.299
H -1.5077 0.9522 -0.7270 0.2 -0.1 0.1 0.198
H -1.9002 -0.7689 -0.9824 0.8 0.3 0.0 0.209
```
Forces are in eV/Å.

F_max = 2.30 eV/Å
Charge = 0
Relative energy (zero: lowest compared OMol25 entry of this formula, charge and spin) = 79.3 kcal/mol
HOMO-LUMO gap = 9.8 eV
Molar mass = 68.12 g/mol
HOMO level = -0.31715 Eh
LUMO = 1.17 eV


# 4
The following is a quantum chemistry calculation of C5H9N2O2 as an isolated structure, from OMol25.

XYZ file:
```
18
Properties=species:S:1:pos:R:3:forces:R:3:nbo_charge:R:1
C -0.7496 1.9620 -0.9233 1.0 -3.9 4.1 0.068
C -0.1646 1.2192 -0.0877 0.8 -1.0 1.4 -0.064
C -1.5337 0.8064 0.4950 2.4 2.9 -2.2 -0.163
C 1.2468 0.8272 0.3243 -0.7 -1.0 -0.3 -0.460
C 1.3575 -0.7135 0.6832 2.7 2.4 -3.4 -0.213
N -2.2056 -0.2642 -0.0816 1.9 -0.7 -0.6 0.487
N 0.9578 -1.5612 -0.4995 -2.0 -2.4 1.8 -0.718
O -3.1842 -0.6816 0.4629 -0.7 -0.3 -0.4 -0.294
O -1.5901 -0.7908 -1.0562 -1.3 -0.4 0.4 -0.521
H -1.3364 2.5902 -1.3763 -2.8 3.3 -2.8 0.244
H -2.0124 1.4266 1.2062 -0.6 0.1 0.5 0.249
H 1.5403 1.3549 1.2137 -0.1 0.3 0.6 0.268
H 1.9111 1.2239 -0.4535 0.1 -0.7 0.0 0.254
H 0.9098 -0.9395 1.5984 -1.3 -0.7 0.9 0.245
H 2.3854 -1.0030 0.7006 1.0 0.4 1.0 0.234
H 0.6635 -2.4760 0.0222 -0.4 1.9 -1.9 0.460
H 1.5880 -1.9288 -1.2100 1.1 0.7 0.4 0.448
H 0.2163 -1.0520 -1.0184 -0.9 -0.9 0.4 0.478
```
Forces are in eV/Å.

F_max = 5.72 eV/Å
Charge = +1
Relative energy (zero: lowest compared OMol25 entry of this formula, charge and spin) = 202.4 kcal/mol
HOMO-LUMO gap (alpha / beta) = 9.2 / 9.2 eV
Molar mass = 129.14 g/mol
HOMO level (alpha / beta) = -0.49707 / -0.49707 Eh
LUMO (alpha / beta) = -4.35 / -4.35 eV